No. 1
136
Properties=species:S:1:pos:R:3:lowdin_spin:R:1 method="wB97M-V/def2-TZVPD" e_above_lowest_kcal_mol=10.2 s2=0.76 multiplicity=2 total_charge=+2
Co -0.09086 -0.87364 1.10244 0.969
C -2.48138 2.07207 5.06253 0.000
N -2.35796 1.43791 3.74945 0.000
C -3.13115 1.71629 2.65423 0.001
C -2.68630 0.90316 1.65467 0.003
N -1.65877 0.12524 2.12533 0.031
C -1.47824 0.47508 3.38972 0.002
P -0.25733 -0.27581 4.50184 0.000
C 1.20062 0.22347 3.54093 -0.001
N 1.24252 0.24164 2.21433 -0.007
C 2.45911 0.76326 1.86095 -0.001
C 3.15586 1.06484 2.99197 0.000
N 2.34782 0.72601 4.04883 0.000
C 2.70591 0.87554 5.46076 0.000
C -0.29255 -1.96402 3.81780 0.000
N 0.06908 -2.28575 2.57880 0.000
C 0.07482 -3.65880 2.51262 0.002
C -0.28628 -4.16366 3.72357 0.000
N -0.51013 -3.08634 4.54111 0.001
C -0.94620 -3.18038 5.93626 0.000
H -3.07514 2.97394 4.95590 0.000
H -2.97268 1.40677 5.76967 0.000
H -1.50146 2.34527 5.44481 0.000
H -3.90705 2.46448 2.66677 0.000
H -3.06016 0.81047 0.65318 0.000
H 2.73081 0.92078 0.82876 0.000
H 4.13859 1.48828 3.12646 0.000
H 3.73843 0.56822 5.60102 0.000
H 2.59577 1.91057 5.77760 0.000
H 2.06799 0.24566 6.07192 0.000
H 0.35785 -4.19060 1.62084 0.000
H -0.39909 -5.18171 4.06270 0.000
H -1.91749 -3.66714 5.98772 0.000
H -0.22656 -3.75725 6.51168 0.000
H -1.02603 -2.18585 6.36239 0.000
F 0.40504 0.24930 -0.51612 0.002
Ge 0.32657 0.44364 -2.30706 0.000
C 0.00159 2.21739 -3.02691 0.000
C 0.81313 2.61910 -4.08761 0.000
C 0.45751 3.71943 -4.85658 0.000
C -0.72796 4.39077 -4.59709 0.000
C -1.53638 4.00272 -3.53455 0.000
C -1.15972 2.94149 -2.71481 0.000
P -2.02630 2.44912 -1.18263 0.000
C -3.70511 3.13329 -1.39154 0.000
C -4.27664 4.05101 -0.51172 0.000
C -5.59476 4.46177 -0.68546 0.000
C -6.35141 3.96012 -1.73455 0.000
C -5.79266 3.03587 -2.60961 0.000
C -4.48253 2.61838 -2.43230 0.000
C -1.24764 3.59285 0.02860 0.000
C -1.11067 4.95978 -0.22108 0.000
C -0.46458 5.78404 0.68644 0.000
C 0.05551 5.25251 1.86083 0.000
C -0.08946 3.90006 2.12603 0.000
C -0.73628 3.07219 1.21251 0.000
C -1.16673 -0.71116 -2.79683 0.000
C -1.64623 -0.45743 -4.08918 0.000
C -2.50101 -1.34203 -4.72958 0.000
C -2.87151 -2.51894 -4.09321 0.000
C -2.44200 -2.76372 -2.80224 -0.001
C -1.62211 -1.85064 -2.13462 -0.004
P -1.39042 -2.18791 -0.36158 -0.021
C -3.09470 -2.18397 0.29218 -0.003
C -3.29697 -2.65454 1.59361 -0.001
C -4.56260 -2.65379 2.15468 0.000
C -5.64208 -2.15510 1.43318 -0.001
C -5.44722 -1.66512 0.15190 0.000
C -4.18060 -1.68502 -0.42199 -0.001
C -0.86210 -3.92684 -0.40270 -0.001
C 0.43055 -4.13900 -0.88930 0.000
C 0.96238 -5.41725 -0.93261 0.000
C 0.20460 -6.49576 -0.48842 -0.001
C -1.08473 -6.28963 -0.01576 0.000
C -1.62169 -5.00793 0.02839 -0.001
C 1.94206 -0.29475 -3.16583 0.000
C 1.73501 -0.86546 -4.42947 0.000
C 2.80274 -1.28408 -5.20825 0.000
C 4.10103 -1.14276 -4.74039 0.000
C 4.32006 -0.60145 -3.48499 0.000
C 3.25394 -0.17518 -2.69144 0.000
P 3.49934 0.41418 -0.98236 0.000
C 3.82937 -1.18815 -0.14430 0.002
C 2.77916 -1.74604 0.57919 0.019
C 2.90150 -2.98746 1.19072 0.001
C 4.09486 -3.68686 1.08974 0.000
C 5.15334 -3.14489 0.37041 0.000
C 5.02122 -1.90723 -0.24547 0.001
C 5.10501 1.27364 -1.03704 0.000
C 5.30014 2.21364 -2.05261 0.000
C 6.43296 3.01283 -2.06645 0.000
C 7.37842 2.89766 -1.05468 0.000
C 7.18500 1.98164 -0.03234 0.000
C 6.05230 1.17464 -0.01927 0.000
H 1.70999 2.06404 -4.33363 0.000
H 1.09399 4.03768 -5.67280 0.000
H -1.02360 5.22501 -5.22174 0.000
H -2.46643 4.52526 -3.34128 0.000
H -3.68840 4.45684 0.30183 0.000
H -6.02776 5.18422 -0.00370 0.000
H -7.37278 4.29188 -1.87383 0.000
H -6.38083 2.64082 -3.42904 0.000
H -4.05094 1.89334 -3.11733 0.000
H -1.51565 5.38953 -1.12951 0.000
H -0.36659 6.84201 0.47693 0.000
H 0.57558 5.89358 2.56250 0.000
H 0.30935 3.48525 3.04337 0.000
H -0.84045 2.01323 1.41963 0.000
H -1.34217 0.44838 -4.60435 0.000
H -2.86084 -1.12385 -5.72715 0.000
H -3.51057 -3.23532 -4.59375 0.000
H -2.77376 -3.66280 -2.29702 0.000
H -2.45404 -3.02151 2.16941 0.000
H -4.71198 -3.04399 3.15377 0.000
H -6.63166 -2.15161 1.87242 0.000
H -6.28248 -1.27051 -0.41299 0.000
H -4.04632 -1.29208 -1.42238 0.000
H 1.03060 -3.29720 -1.22956 0.000
H 1.96429 -5.57353 -1.31333 0.000
H 0.61376 -7.49714 -0.52234 0.000
H -1.68131 -7.13027 0.31542 0.000
H -2.63082 -4.86451 0.39298 0.000
H 0.73666 -0.99640 -4.81512 0.000
H 2.61875 -1.72228 -6.18206 0.000
H 4.93889 -1.45857 -5.35026 0.000
H 5.33456 -0.48825 -3.12103 0.000
H 1.84530 -1.19915 0.65956 0.009
H 2.07086 -3.40773 1.74759 0.000
H 4.20362 -4.65093 1.57070 0.000
H 6.08437 -3.69097 0.28454 0.000
H 5.85367 -1.50093 -0.80591 0.000
H 4.56146 2.31237 -2.84243 0.000
H 6.57886 3.72938 -2.86587 0.000
H 8.26437 3.52027 -1.06470 0.000
H 7.92134 1.88941 0.75668 0.000
H 5.91715 0.45605 0.78037 0.000



No. 2
139
Properties=species:S:1:pos:R:3:lowdin_charge:R:1 method="wB97M-V/def2-TZVPD" e_above_lowest_kcal_mol=0.0 total_charge=0
C 0.43914 -5.62444 -3.38872 -0.083
C 0.07938 -4.82610 -4.60858 -0.237
O -0.58078 -3.61734 -4.13526 -0.041
C -0.89677 -2.83453 -5.18016 -0.510
C -1.87572 -1.75487 -4.91052 -0.170
N -2.16500 -0.99700 -5.89853 -0.017
C -2.58484 -0.12903 -6.73493 -0.176
C -2.45974 -0.39027 -8.16511 -0.211
C -3.08194 0.39442 -9.15870 -0.062
C -2.98471 0.03375 -10.50237 -0.126
C -2.28871 -1.13545 -10.86956 -0.723
Cl -2.22695 -1.64405 -12.50047 0.637
C -1.64712 -1.91207 -9.89541 -0.107
C -1.70534 -1.50254 -8.56995 -0.024
O -0.37982 -3.02852 -6.28079 0.006
H 0.86427 -6.58004 -3.70311 0.075
H 1.18456 -5.11908 -2.76358 0.053
H -0.46277 -5.81954 -2.79463 0.081
H 0.94542 -4.57201 -5.22922 0.120
H -0.64103 -5.38057 -5.22320 0.128
H -2.35428 -1.75288 -3.92405 0.068
H -3.05470 0.80888 -6.40541 0.082
H -3.63231 1.28408 -8.84907 0.099
H -3.44479 0.63052 -11.28255 0.090
H -1.11071 -2.82025 -10.15897 0.101
H -1.15832 -2.07184 -7.83351 0.078
C -1.41470 2.48482 7.05816 -0.050
N -2.30898 1.61958 6.31675 -0.166
C -3.11076 0.71125 7.11843 -0.047
C -2.32203 1.60390 4.95116 -0.218
C -3.11036 0.65622 4.22624 -0.023
C -2.92930 0.46136 2.87945 -0.024
C -1.98650 1.25025 2.14281 -0.361
C -1.81430 1.13016 0.69192 -0.048
C -2.40610 0.16505 -0.12666 -0.066
C -2.51008 0.21904 -1.53889 0.036
C -2.26142 1.38160 -2.29627 -0.211
C -1.95817 1.26865 -3.67666 0.002
C -1.39312 2.29851 -4.37750 0.001
C -1.14639 3.54192 -3.73577 -0.203
N -0.31824 4.45586 -4.31321 -0.166
C 0.19648 5.58688 -3.55541 -0.049
C 0.37295 4.13555 -5.55013 -0.043
C -1.73012 3.76188 -2.45375 -0.004
C -2.28219 2.70300 -1.75766 -0.021
Pd 0.02840 0.39530 2.47892 0.348
P 0.34965 -1.65696 3.29109 0.944
C 1.37690 -2.79506 2.31178 -0.329
C 2.49777 -3.45182 2.84988 -0.088
C 3.26789 -4.29517 2.05117 -0.079
C 2.94370 -4.48865 0.70766 -0.076
C 1.84767 -3.82138 0.15457 -0.063
C 1.06760 -2.98212 0.94986 -0.112
C 1.05856 -1.40192 4.92858 -0.380
C 1.32379 -2.51072 5.74951 -0.109
C 1.77815 -2.30896 7.05487 -0.070
C 1.99316 -1.00962 7.52963 -0.077
C 1.75104 0.09394 6.70547 -0.088
C 1.26530 -0.09725 5.41328 -0.123
C -1.24528 -2.48084 3.58560 -0.334
C -1.83230 -2.45845 4.86631 -0.102
C -3.13323 -2.93196 5.04640 -0.098
C -3.86218 -3.41730 3.95827 -0.094
C -3.28622 -3.44859 2.68413 -0.084
C -1.97587 -2.99735 2.49927 -0.100
P 1.83795 0.88765 1.18899 0.973
C 2.02572 2.64881 1.57722 -0.364
C 2.88354 3.06120 2.60525 -0.081
C 2.90851 4.40564 2.98834 -0.080
C 2.09798 5.33847 2.33010 -0.094
C 1.24611 4.93118 1.29395 -0.087
C 1.19492 3.58384 0.92112 -0.137
C 3.38356 0.02399 1.58015 -0.332
C 4.17979 -0.53724 0.56515 -0.064
C 5.37272 -1.18499 0.88596 -0.076
C 5.76800 -1.30725 2.21722 -0.087
C 4.95874 -0.79650 3.23629 -0.079
C 3.77116 -0.13583 2.92123 -0.125
C 1.75672 0.92710 -0.61979 -0.373
C 2.48405 1.89400 -1.34216 -0.096
C 2.44371 1.91395 -2.73596 -0.079
C 1.74222 0.92021 -3.42276 -0.073
C 1.08017 -0.08726 -2.71262 -0.055
C 1.06445 -0.07376 -1.31892 -0.084
C -1.39368 2.37418 2.83556 -0.078
C -1.54555 2.52573 4.21087 -0.018
H -0.35617 2.21542 6.91780 0.082
H -1.54974 3.53240 6.77116 0.089
H -1.68816 2.37615 8.11369 0.085
H -2.83108 -0.34670 6.97718 0.083
H -2.92970 0.97162 8.17189 0.084
H -4.18644 0.80762 6.89260 0.098
H -3.84982 0.06506 4.76681 0.101
H -3.50381 -0.28733 2.33598 0.114
H -1.19601 1.89855 0.22593 0.082
H -2.77037 -0.73772 0.37601 0.101
H -2.78337 -0.69679 -2.05592 0.111
H -2.09754 0.31559 -4.16226 0.070
H -1.06181 2.12688 -5.39811 0.102
H 0.78406 5.27461 -2.67616 0.093
H 0.85397 6.16268 -4.21544 0.086
H -0.63719 6.22091 -3.21938 0.090
H -0.33520 3.77084 -6.30279 0.095
H 0.84322 5.04726 -5.92644 0.088
H 1.13853 3.35835 -5.38993 0.092
H -1.70824 4.75854 -2.01047 0.103
H -2.72581 2.87682 -0.77776 0.117
H 2.76706 -3.30216 3.89360 0.087
H 4.13326 -4.80791 2.47529 0.108
H 3.55259 -5.14896 0.08942 0.107
H 1.60728 -3.94926 -0.90239 0.092
H 0.21157 -2.47113 0.50694 0.076
H 1.16400 -3.52423 5.37289 0.117
H 1.96545 -3.16966 7.69796 0.107
H 2.35657 -0.85088 8.54579 0.105
H 1.93838 1.10971 7.05644 0.102
H 1.03512 0.77041 4.77681 0.077
H -1.26821 -2.07513 5.71813 0.094
H -3.57519 -2.91060 6.04671 0.104
H -4.88916 -3.75808 4.10262 0.102
H -3.85974 -3.81666 1.83241 0.107
H -1.52562 -3.04305 1.50709 0.088
H 3.52996 2.33739 3.09806 0.088
H 3.56386 4.72459 3.79534 0.102
H 2.12525 6.39006 2.62088 0.100
H 0.61857 5.65463 0.76605 0.104
H 0.51985 3.26465 0.12006 0.094
H 3.87213 -0.45131 -0.47402 0.102
H 5.99134 -1.59618 0.08722 0.108
H 6.70516 -1.81218 2.46230 0.105
H 5.25507 -0.90831 4.27989 0.107
H 3.14600 0.25586 3.72671 0.076
H 3.07893 2.64091 -0.81595 0.112
H 2.97362 2.69612 -3.28595 0.104
H 1.72049 0.91833 -4.51620 0.112
H 0.56832 -0.88933 -3.24672 0.105
H 0.51194 -0.83921 -0.77160 0.081
H -0.94710 3.16577 2.23521 0.099
H -1.07442 3.36213 4.72658 0.103



No. 3
157
Properties=species:S:1:pos:R:3:lowdin_charge:R:1 method="wB97M-V/def2-TZVPD" total_energy_ev=-131641.7042 total_charge=+1
C -6.03298 -8.67885 -0.54264 -0.151
C -5.01590 -7.59742 0.13169 -0.530
S -4.19331 -6.51239 -1.13828 0.862
C -2.45256 -6.11398 -0.64050 -0.392
C -2.29244 -4.68528 0.06617 -0.077
N -2.57558 -4.40833 1.33366 0.023
C -3.12894 -5.23707 2.44343 -0.237
C -2.43801 -6.66924 2.63926 0.002
F -4.55787 -5.29056 2.24601 -0.035
C -2.36230 -2.97187 1.77180 -0.045
C -1.73051 -2.11413 0.55024 -0.315
C -2.79061 -0.90156 0.42268 -0.136
C -2.10356 0.52850 0.04994 -0.207
C -3.22094 1.68891 -0.19378 -0.161
C -2.40869 3.07841 -0.34304 -0.179
C -1.52817 3.55645 0.85548 -0.054
C -0.67914 4.84510 0.80239 -0.059
C -0.72491 5.66994 -0.51267 -0.047
C -1.62901 5.22760 -1.69620 -0.050
C -2.49096 3.93234 -1.64531 -0.021
C -0.25043 -1.54990 0.77841 -0.101
C 0.83584 -2.65747 1.17541 -0.195
N 0.69620 -3.19752 2.56409 -0.120
C 1.18667 -2.19564 3.60538 -0.203
C 0.24908 -2.37868 4.89404 -0.082
C 1.64265 -4.34503 2.73874 -0.385
C 3.02985 -4.47237 1.91763 -0.008
O 1.42773 -5.27191 3.57677 0.022
C -1.76516 -3.28729 -0.57717 -0.160
P -2.50184 -2.83314 -2.29336 0.692
N -1.85845 -3.85853 -3.36784 -0.192
O -1.99823 -1.27301 -2.81732 -0.199
O -4.18749 -3.02567 -2.35528 -0.194
H -6.73852 -8.16533 -1.27661 0.080
H -5.47259 -9.57259 -0.97016 0.081
H -6.66705 -9.07245 0.33694 0.088
H -4.24786 -8.18083 0.73812 0.067
H -5.69311 -6.93706 0.79379 0.071
H -1.80436 -6.06588 -1.59482 0.085
H -2.01817 -6.98092 -0.02620 0.093
H -2.96926 -4.64434 3.41725 0.166
H -3.25771 -7.45637 2.43975 0.086
H -1.49626 -6.83447 2.01979 0.090
H -2.21247 -6.76503 3.76794 0.110
H -1.81444 -2.90538 2.78771 0.133
H -3.43804 -2.70467 2.10705 0.153
H -3.36777 -0.69658 1.40332 0.130
H -3.59893 -1.06830 -0.37597 0.112
H -1.56217 0.85427 1.01860 0.092
H -1.34804 0.45807 -0.79814 0.106
H -3.97897 1.72947 0.66844 0.121
H -3.79134 1.41576 -1.14867 0.111
H -1.50505 2.92339 1.81746 0.089
H -0.05865 5.10272 1.71904 0.089
H -0.06062 6.60667 -0.54120 0.064
H -1.62143 5.91028 -2.62081 0.058
H -3.15189 3.61349 -2.51301 0.087
H -0.31650 -0.82511 1.67635 0.127
H 0.16700 -1.00424 -0.14967 0.140
H 1.86824 -2.12959 1.12733 0.134
H 0.90631 -3.54663 0.46440 0.113
H 1.20041 -1.14395 3.16719 0.121
H 2.27017 -2.48341 3.88463 0.132
H -0.73729 -1.84242 4.67961 0.071
H 0.73452 -2.03529 5.87799 0.092
H 0.02243 -3.50374 4.98804 0.078
H 2.81759 -4.64364 0.79357 0.089
H 3.70159 -5.31929 2.29362 0.083
H 3.55916 -3.44434 1.95914 0.096
H -0.70593 -3.61711 -0.91059 0.128
H -1.20791 -4.48696 -2.87499 -0.046
H -1.02446 -1.36893 -2.98384 0.088
H -4.48428 -2.75848 -3.26559 0.103
C 7.10904 -8.33408 2.41466 0.034
C 6.66520 -9.50678 1.95885 0.032
C 5.28524 -9.96237 2.22978 -0.387
O 4.87955 -11.03195 1.81654 0.109
C 4.41561 -9.06755 3.02398 0.024
C 4.85935 -7.89567 3.47944 0.010
C 6.23933 -7.44041 3.20827 -0.374
O 6.64388 -6.36815 3.62300 0.085
H 8.11718 -7.98476 2.22615 0.095
H 7.28853 -10.17305 1.37552 0.127
H 3.40786 -9.41627 3.21250 0.122
H 4.23569 -7.22893 4.06318 0.117
C -1.35344 7.74815 -5.97547 0.031
C -1.91652 7.86589 -7.17854 0.031
C -2.36704 6.67747 -7.93367 -0.391
O -2.87967 6.78367 -9.03340 0.096
C -2.17060 5.35456 -7.30310 0.029
C -1.60752 5.23721 -6.10010 0.029
C -1.15727 6.42548 -5.34535 -0.368
O -0.64445 6.31831 -4.24495 0.061
H -1.01708 8.60738 -5.40888 0.122
H -2.06814 8.82710 -7.65401 0.129
H -2.50683 4.49510 -7.86968 0.125
H -1.45560 4.27610 -5.62439 0.124
C 2.76634 9.76290 0.41114 0.028
C 3.55052 10.63489 -0.22473 0.035
C 3.28888 11.02030 -1.62764 -0.384
O 4.00384 11.81340 -2.20916 0.114
C 2.12368 10.40332 -2.29788 0.028
C 1.34003 9.53174 -1.66204 0.028
C 1.60249 9.14671 -0.25927 -0.352
O 0.88431 8.35037 0.32325 0.045
H 2.94327 9.46910 1.43699 0.099
H 4.40661 11.09618 0.25176 0.127
H 1.94619 10.69732 -3.32485 0.123
H 0.48346 9.07012 -2.13839 0.118
C 2.14419 6.21101 -11.78136 0.022
C 1.73624 5.02099 -12.22421 0.021
C 0.37961 4.51517 -11.92462 -0.387
O 0.00721 3.42886 -12.32637 0.105
C -0.50719 5.37986 -11.11707 0.026
C -0.09918 6.56952 -10.67430 0.022
C 1.25718 7.07540 -10.97370 -0.384
O 1.62915 8.16181 -10.57134 0.106
H 3.13414 6.59676 -11.99053 0.123
H 2.37268 4.37596 -12.81726 0.123
H -1.49757 4.99469 -10.90767 0.119
H -0.73584 7.21361 -10.08196 0.100
C 12.19127 -4.11748 2.24293 0.025
C 11.74793 -5.28977 1.78733 0.023
C 10.36808 -5.74514 2.05845 -0.370
O 9.96313 -6.81718 1.64394 0.087
C 9.49811 -4.85123 2.85217 0.028
C 9.94163 -3.67879 3.30777 0.027
C 11.32155 -3.22295 3.03685 -0.387
O 11.72609 -2.15306 3.45022 0.109
H 13.19883 -3.76843 2.05457 0.124
H 12.37137 -5.95615 1.20406 0.123
H 8.49012 -5.20050 3.04066 0.091
H 9.31820 -3.01250 3.89104 0.123
C -0.40994 9.57018 2.72881 0.027
C -1.64329 10.01868 2.96811 0.030
C -1.90579 11.00997 4.03292 -0.387
O -3.03026 11.41809 4.25322 0.108
C -0.74853 11.48618 4.82111 0.024
C 0.48449 11.03781 4.58207 0.024
C 0.74671 10.04641 3.51728 -0.364
O 1.87383 9.63760 3.29739 0.083
H -0.19974 8.84409 1.95375 0.091
H -2.50117 9.68096 2.39980 0.124
H -0.95869 12.21249 5.59626 0.124
H 1.34240 11.37552 5.15041 0.123
C -6.35197 -5.12387 4.88485 0.016
C -7.43356 -5.85253 4.60822 0.029
C -8.61380 -5.84127 5.49908 -0.383
O -9.59951 -6.50689 5.24855 0.117
C -8.54803 -4.98991 6.70634 0.029
C -7.46544 -4.26113 6.98231 0.024
C -6.28629 -4.27301 6.09138 -0.387
O -5.29736 -3.60693 6.34008 0.094
H -5.48000 -5.12044 4.24514 0.086
H -7.49797 -6.48044 3.72802 0.120
H -9.42090 -4.99291 7.34701 0.127
H -7.40048 -3.63309 7.86214 0.125